Density functional theory data (ωB97M-V/def2-TZVPD) for a single C5H9NO molecule.

- charge = 0
- LUMO energy (eV) = 1.0
- energy above the lowest of the compared OMol25 structures with the same formula, charge and spin (kcal/mol) = 65.7
- structure (SMILES) = O[C@H]1C[C@]2(CN2)C1
- HOMO-LUMO gap (eV) = 10.5

Last columns: bonded neighbours and bond lengths (Å).
Geometry (Å):
1 O 1.25230 -1.20518 -1.53481  C2 1.408, H8 0.969
2 C 0.88933 0.13399 -1.29343  O1 1.408, C3 1.556, C7 1.545, H9 1.091
3 C 1.16740 0.56432 0.17537  C2 1.556, C4 1.526, H10 1.095, H11 1.095
4 C -0.27348 0.14431 0.45347  C3 1.526, C5 1.460, N6 1.460, C7 1.515
5 C -1.28184 0.18328 1.50794  C4 1.460, N6 1.492, H12 1.089, H13 1.084
6 N -0.73838 -1.11811 1.02010  C4 1.460, C5 1.492, H14 1.021
7 C -0.62034 0.30298 -1.01296  C2 1.545, C4 1.515, H15 1.094, H16 1.094
8 H 0.73589 -1.75513 -0.92640  O1 0.969
9 H 1.32081 0.73229 -2.09728  C2 1.091
10 H 1.26751 1.65058 0.27212  C3 1.095
11 H 2.00038 0.06709 0.68293  C3 1.095
12 H -2.26003 0.48733 1.13769  C5 1.089
13 H -1.11127 0.42237 2.55102  C5 1.084
14 H -0.05357 -1.44624 1.70255  N6 1.021
15 H -1.29073 -0.46742 -1.40627  C7 1.094
16 H -1.00399 1.30355 -1.23205  C7 1.094